DFT (ωB97M-V/def2-TZVPD) results for one molecule with the formula C4H8O2 in a non-equilibrium geometry.

Calculated values
Highest occupied orbital energy in eV: -9.55
Energy above the lowest of the compared OMol25 structures with the same formula, charge and spin in kcal/mol: 75.36
DFT total energy in Ha: -307.59234

Geometry as XYZ:
```
14
Properties=species:S:1:pos:R:3:nbo_charge:R:1
O -2.000 0.557 0.538 -0.74
O -1.591 -1.128 -0.957 -0.69
C -1.219 -0.495 0.192 0.41
C 0.354 0.276 0.123 -0.14
C 1.461 -0.639 0.557 -0.66
C 0.559 1.281 -0.730 -0.37
H -1.065 -1.259 0.966 0.13
H 1.548 1.642 -0.985 0.20
H 1.340 -1.625 0.104 0.23
H 1.445 -0.772 1.641 0.22
H 2.442 -0.273 0.255 0.21
H -1.988 -0.460 -1.534 0.48
H -0.269 1.899 -1.055 0.20
H -1.016 0.998 0.886 0.51
```